(1)
C31H55O5SSiV as an isolated structure at a distorted geometry. Source: the Open Molecules 2025 dataset; level of theory: ωB97M-V/def2-TZVPD.

Properties
Electronic energy: -3222.149912 hartree
Multiplicity: 3
Kohn-Sham gap (alpha / beta): 7.40 / 7.45 eV
Energy relative to the best compared isomer or geometry (same formula, charge and spin): 30.22 kcal/mol
Charge: 0
Molecular weight: 618.87 g mol⁻¹

Each line ends with the Löwdin spin population.
CARTESIAN COORDINATES (ANGSTROEM)
O (-0.41, -0.06, -3.66)  0.000
C (0.70, 0.26, -4.53)  0.000
C (-0.10, 1.38, -5.23)  0.000
H (0.95, -0.66, -5.08)  0.000
H (1.62, 0.61, -4.03)  0.000
C (-1.17, 1.10, -4.14)  0.000
H (-0.44, 1.14, -6.23)  0.000
H (0.39, 2.37, -5.28)  0.000
C (-2.53, 0.58, -4.55)  0.000
H (-2.49, -0.45, -4.91)  0.000
H (-2.92, 1.24, -5.32)  0.000
H (-3.20, 0.58, -3.69)  0.000
C (-1.20, 2.35, -3.28)  0.000
H (-0.18, 2.76, -3.25)  0.000
H (-1.61, 2.23, -2.28)  0.000
H (-1.83, 3.08, -3.81)  0.000
V (0.44, -0.38, 0.77)  1.855
C (1.44, 1.43, 1.49)  0.021
C (2.54, 0.63, 0.99)  -0.015
C (2.34, 0.41, -0.41)  0.027
H (3.39, 0.31, 1.59)  -0.001
C (1.12, 1.06, -0.80)  -0.007
C (0.64, 1.78, 0.37)  -0.009
H (-0.15, 2.52, 0.40)  -0.001
H (1.31, 1.77, 2.52)  0.005
H (3.00, -0.14, -1.08)  0.005
H (0.64, 1.03, -1.78)  0.000
C (-1.77, -1.09, 1.73)  -0.013
C (-1.58, 0.29, 1.38)  0.005
C (-1.38, 0.33, -0.04)  0.004
H (-1.70, 1.14, 2.07)  0.003
C (-1.21, -1.02, -0.53)  0.018
C (-1.58, -1.87, 0.55)  0.015
H (-1.75, -2.95, 0.49)  0.001
H (-2.13, -1.45, 2.69)  -0.001
H (-1.38, 1.21, -0.68)  0.000
H (-0.86, -1.27, -1.54)  0.007
O (0.71, -1.67, -6.40)  0.000
C (0.25, -0.84, -7.49)  0.000
C (0.64, -1.40, -8.85)  0.000
H (0.68, 0.18, -7.41)  0.000
H (-0.85, -0.79, -7.41)  0.000
C (1.61, -2.52, -8.50)  0.000
H (1.09, -0.60, -9.45)  0.000
H (-0.31, -1.67, -9.32)  0.000
C (1.50, -2.73, -6.97)  0.000
H (2.65, -2.23, -8.72)  0.000
H (1.41, -3.43, -9.05)  0.000
H (2.48, -2.67, -6.48)  0.000
H (1.05, -3.71, -6.76)  0.000
C (1.95, 2.27, 5.83)  0.000
C (2.47, 0.93, 5.33)  0.000
C (3.65, 1.11, 4.38)  0.000
C (2.82, 0.10, 6.55)  0.000
O (1.36, 0.32, 4.51)  0.005
Si (0.96, -1.24, 4.15)  0.018
S (1.37, -1.77, 2.12)  0.050
O (1.90, -2.21, 5.08)  0.002
C (1.85, -3.60, 5.57)  0.000
C (3.14, -4.27, 5.08)  0.000
C (1.79, -3.53, 7.10)  0.000
C (0.62, -4.30, 5.02)  0.000
O (-0.59, -1.58, 4.60)  0.002
C (-1.46, -0.86, 5.57)  0.000
C (-2.79, -1.60, 5.48)  0.000
C (-0.90, -0.99, 6.98)  0.000
C (-1.52, 0.61, 5.14)  0.000
H (2.75, 2.80, 6.35)  0.000
H (1.14, 2.13, 6.56)  0.000
H (1.59, 2.90, 5.00)  0.000
H (3.96, 0.15, 3.94)  0.000
H (3.38, 1.80, 3.58)  0.000
H (4.52, 1.52, 4.91)  0.000
H (1.96, 0.00, 7.23)  0.000
H (3.24, -0.88, 6.30)  0.000
H (3.60, 0.61, 7.15)  0.000
H (3.23, -5.31, 5.42)  0.000
H (4.01, -3.73, 5.47)  0.000
H (3.17, -4.28, 3.98)  0.000
H (0.90, -3.00, 7.45)  0.000
H (1.74, -4.55, 7.52)  0.000
H (2.68, -3.04, 7.52)  0.000
H (-0.30, -3.78, 5.33)  0.000
H (0.64, -4.35, 3.92)  0.000
H (0.56, -5.32, 5.41)  0.000
H (-2.63, -2.67, 5.70)  0.000
H (-3.53, -1.21, 6.19)  0.000
H (-3.24, -1.53, 4.48)  0.000
H (0.11, -0.57, 7.09)  0.000
H (-1.56, -0.43, 7.67)  0.000
H (-0.88, -2.04, 7.31)  0.000
H (-0.53, 1.08, 5.30)  0.000
H (-1.79, 0.69, 4.08)  0.000
H (-2.23, 1.20, 5.73)  0.000

***

(2)
A 3-piece molecular cluster, C2H12N2O2 overall at a distorted geometry. Source: the Open Molecules 2025 dataset; level of theory: ωB97M-V/def2-TZVPD.

Properties
Electronic energy: -343.345798 hartree
Kohn-Sham gap: 9.71 eV
Energy relative to the best compared isomer or geometry (same formula, charge and spin): 29.70 kcal/mol
Charge: 0
Molecular weight: 96.13 g mol⁻¹
SMILES string: NCCN.O.O

Each line ends with the Mulliken charge.
CARTESIAN COORDINATES (ANGSTROEM)
N (-1.13, 1.29, -0.07)  -0.468
C (-0.26, 1.15, -1.24)  -0.361
C (-0.17, -0.33, -1.68)  -0.637
N (0.30, -1.34, -0.66)  -0.424
H (-1.11, 0.49, 0.53)  0.184
H (-2.08, 1.62, -0.09)  0.205
H (0.69, 1.35, -0.73)  0.131
H (-0.65, 1.82, -2.06)  0.343
H (-1.12, -0.72, -2.08)  0.354
H (0.54, -0.37, -2.54)  0.313
H (1.21, -1.05, -0.31)  0.149
H (0.29, -2.15, -1.26)  0.235
O (1.63, 1.11, 1.91)  -0.607
H (1.80, 0.70, 1.05)  0.245
H (0.75, 1.49, 1.97)  0.327
O (-0.02, -1.39, 2.39)  -0.593
H (-0.37, -1.75, 3.21)  0.284
H (-0.30, -1.91, 1.64)  0.319

***

(3)
An isolated ion of composition C3H2NO3 and charge -1 at a distorted geometry. Source: the Open Molecules 2025 dataset; level of theory: ωB97M-V/def2-TZVPD.

Properties
Electronic energy: -396.075724 hartree
Kohn-Sham gap: 9.03 eV
Energy relative to the best compared isomer or geometry (same formula, charge and spin): 0.00 kcal/mol
Charge: -1
Molecular weight: 100.05 g mol⁻¹
SMILES string: O=C1COC([O-])=N1

Each line ends with the Mulliken charge.
CARTESIAN COORDINATES (ANGSTROEM)
O (-0.44, 2.04, -0.99)  -0.713
C (-0.37, 0.98, -0.28)  0.577
C (0.28, -0.27, -0.85)  -0.124
O (0.19, -1.25, 0.13)  -0.391
C (-0.18, -0.44, 1.37)  0.550
O (-0.28, -0.98, 2.44)  -0.607
N (-0.42, 0.82, 1.04)  -0.625
H (-0.11, -0.84, -1.75)  0.184
H (1.34, -0.05, -1.10)  0.148

***

(4)
A 8-piece molecular cluster, C19H40BrN11O18 overall at a distorted geometry. Source: the Open Molecules 2025 dataset; level of theory: ωB97M-V/def2-TZVPD.

Properties
Electronic energy: -5277.490620 hartree
Kohn-Sham gap: 8.32 eV
Energy relative to the best compared isomer or geometry (same formula, charge and spin): 187.35 kcal/mol
Charge: 0
Molecular weight: 790.49 g mol⁻¹
SMILES string: CC[C@H](Br)[C@@](C#N)(ON=O)[C@@H](C#N)OCCNC[C@@H](C)O.C[N+](=O)[O-].C[N+](=O)[O-].C[N+](=O)[O-].C[N+](=O)[O-].C[N+](=O)[O-].C[N+](=O)[O-].C[N+](=O)[O-]

Each line ends with the Mulliken charge.
CARTESIAN COORDINATES (ANGSTROEM)
C (2.10, -4.02, 3.82)  -0.613
C (0.99, -3.99, 2.62)  -0.218
C (1.55, -3.52, 1.15)  -0.236
Br (3.19, -4.58, 0.55)  -0.103
C (1.96, -1.93, 1.04)  0.962
C (3.39, -1.58, 1.83)  -0.237
N (4.43, -1.63, 2.59)  -0.554
O (2.22, -1.55, -0.39)  -0.164
N (1.11, -1.69, -1.13)  0.274
O (1.53, -2.19, -2.19)  -0.403
C (0.83, -0.91, 1.73)  -0.038
C (1.14, 0.61, 1.17)  0.002
N (1.24, 1.83, 0.74)  -0.595
O (-0.56, -1.32, 1.49)  -0.281
C (-1.43, -0.72, 2.55)  -0.293
C (-2.96, -0.37, 1.98)  -0.763
N (-3.61, -1.67, 1.58)  -0.081
C (-4.99, -1.84, 2.19)  -0.621
C (-5.62, -3.22, 1.49)  0.202
C (-6.57, -4.04, 2.56)  -0.900
O (-6.29, -2.94, 0.19)  -0.563
H (3.20, -4.21, 3.46)  0.208
H (2.09, -2.99, 4.43)  0.013
H (1.81, -4.86, 4.59)  0.344
H (0.02, -3.40, 2.96)  0.054
H (0.62, -5.12, 2.48)  0.362
H (0.71, -3.82, 0.36)  0.519
H (1.09, -0.89, 2.89)  0.479
H (-1.48, -1.47, 3.45)  0.223
H (-0.98, 0.30, 2.97)  0.348
H (-3.55, 0.22, 2.83)  0.353
H (-2.81, 0.40, 1.10)  0.287
H (-3.64, -1.79, 0.54)  0.196
H (-4.85, -2.09, 3.33)  0.308
H (-5.69, -0.90, 2.03)  0.292
H (-4.67, -3.89, 1.23)  0.292
H (-6.01, -4.99, 2.95)  0.229
H (-6.79, -3.32, 3.46)  0.274
H (-7.56, -4.39, 2.03)  0.176
H (-5.68, -3.23, -0.56)  0.335
C (6.95, -3.08, -0.38)  -0.581
N (6.93, -4.46, 0.16)  0.845
O (7.55, -4.67, 1.21)  -0.517
O (6.30, -5.30, -0.48)  -0.490
H (7.55, -2.45, 0.29)  0.290
H (7.40, -3.12, -1.37)  0.292
H (5.92, -2.72, -0.42)  0.152
C (4.39, -0.58, 6.10)  -0.613
N (3.38, -1.35, 6.87)  0.858
O (2.28, -1.55, 6.33)  -0.524
O (3.71, -1.74, 7.99)  -0.524
H (3.96, -0.30, 5.13)  0.197
H (4.63, 0.31, 6.68)  0.288
H (5.26, -1.22, 5.97)  0.285
C (0.85, 3.83, -2.34)  -0.651
N (1.07, 5.29, -2.57)  0.878
O (1.36, 5.64, -3.72)  -0.589
O (0.94, 6.03, -1.59)  -0.510
H (0.99, 3.30, -3.29)  0.297
H (1.58, 3.50, -1.60)  0.220
H (-0.17, 3.71, -1.98)  0.293
C (1.10, 5.75, -6.93)  -0.450
N (0.74, 4.48, -7.61)  0.916
O (0.32, 3.56, -6.91)  -0.550
O (0.90, 4.44, -8.84)  -0.532
H (0.91, 5.64, -5.86)  0.162
H (2.16, 5.95, -7.12)  0.254
H (0.47, 6.54, -7.35)  0.260
C (1.72, 7.59, -11.21)  -0.748
N (1.33, 7.72, -9.78)  0.868
O (2.08, 8.36, -9.05)  -0.519
O (0.27, 7.18, -9.44)  -0.490
H (2.66, 8.11, -11.37)  0.309
H (1.83, 6.52, -11.43)  0.285
H (0.93, 8.03, -11.82)  0.293
C (3.15, 5.52, 0.48)  -0.720
N (4.28, 5.12, 1.36)  0.853
O (4.05, 4.25, 2.21)  -0.502
O (5.36, 5.69, 1.17)  -0.521
H (2.26, 4.94, 0.76)  0.325
H (2.97, 6.59, 0.63)  0.302
H (3.44, 5.30, -0.55)  0.254
C (-11.21, -5.35, 2.27)  -0.695
N (-10.17, -4.44, 2.82)  0.814
O (-9.11, -4.96, 3.19)  -0.501
O (-10.44, -3.24, 2.86)  -0.499
H (-10.84, -6.38, 2.30)  0.305
H (-12.10, -5.25, 2.90)  0.274
H (-11.42, -5.04, 1.25)  0.285

***

(5)
C18H26Cl5N3RuSi2 as an isolated structure at a distorted geometry. Source: the Open Molecules 2025 dataset; level of theory: ωB97M-V/def2-TZVPD.

Properties
Electronic energy: -3838.563707 hartree
Multiplicity: 5
Kohn-Sham gap (alpha / beta): 6.52 / 4.65 eV
Charge: +2
Molecular weight: 618.93 g mol⁻¹

Each line ends with the Löwdin spin population.
CARTESIAN COORDINATES (ANGSTROEM)
Ru (0.83, 0.45, 0.02)  2.229
Cl (4.39, -2.22, -0.46)  -0.008
C (3.71, -0.57, -0.52)  -0.078
C (2.85, 0.68, -0.53)  0.065
C (3.06, 1.88, -0.54)  0.061
Cl (1.24, 2.66, -0.69)  0.084
C (4.12, 2.61, -0.64)  0.023
Cl (4.16, 4.05, -0.30)  0.004
C (5.46, 1.92, -0.31)  0.278
Cl (6.75, 2.43, -0.40)  0.238
C (5.40, 0.27, -0.70)  0.324
Cl (6.82, -0.57, -0.90)  0.118
C (-1.48, -0.63, 3.03)  0.001
Si (-2.04, 0.33, 1.55)  0.048
C (-1.43, 2.11, 1.99)  0.017
C (-3.91, 0.40, 1.02)  0.024
C (-1.31, 0.45, -0.05)  0.220
C (-0.75, -1.59, -0.14)  0.104
C (-1.80, -2.77, -0.30)  0.019
C (-1.27, -4.04, -0.29)  0.014
C (0.26, -4.24, -0.53)  -0.004
C (1.00, -2.92, -0.73)  0.016
N (0.40, -1.42, -0.66)  0.037
Si (-1.58, 0.60, -2.08)  0.020
C (-3.12, -0.17, -2.51)  0.005
C (-1.90, 2.26, -1.83)  0.005
C (-0.14, 0.07, -2.80)  0.020
H (-2.27, -0.96, 3.82)  0.000
H (-0.84, 0.08, 3.16)  0.000
H (-1.20, -1.57, 2.78)  0.000
H (-1.90, 2.73, 2.93)  0.003
H (-1.96, 2.77, 0.89)  0.000
H (-0.23, 2.52, 1.80)  0.001
H (-4.66, 0.66, 1.76)  0.003
H (-4.78, -1.04, 1.01)  -0.003
H (-4.43, 1.10, 0.48)  0.000
H (-2.85, -2.57, 0.23)  -0.001
H (-1.99, -4.73, -0.06)  0.002
H (0.21, -5.19, -0.39)  0.000
H (2.08, -3.19, -0.69)  0.000
H (-4.37, 0.16, -1.87)  0.000
H (-3.10, -1.48, -2.00)  0.000
H (-3.68, -0.22, -3.53)  0.001
H (-2.54, 3.01, -1.16)  0.000
H (-2.16, 3.01, -2.73)  0.001
H (-0.81, 2.82, -1.29)  0.000
H (-0.35, -1.04, -3.23)  0.002
H (0.96, -0.20, -2.68)  0.004
H (-0.49, 0.12, -3.93)  0.002
N (1.85, 1.12, 2.55)  0.045
N (1.89, -0.83, 2.26)  0.049
H (2.76, 1.16, 2.76)  0.001
H (1.22, 1.38, 3.04)  0.001
H (1.47, -0.94, 2.95)  0.002
H (2.42, -0.69, 1.47)  0.000